(1)
The following is a DFT calculation (ωB97M-V/def2-TZVPD) of 2 unconnected molecules or ions with the total composition C3H5BrClN4 in a non-equilibrium geometry.

Its total energy is -91709.256 eV. For the LUMO energy, the calculation gives -5.4 eV. The highest occupied orbital energy comes out at -14.64 eV. The relative energy (zero: lowest compared OMol25 entry of this formula, charge and spin) is 0.0000 eV. As for the gap between HOMO and LUMO: 9.229 eV.

Geometry as ORCA input:
```
! RIJCOSX wB97M-V def2-TZVPD def2/J DEFGRID3
* xyz 1 1
C -1.18005 -1.05698 -1.20990
C -0.70346 -1.62579 0.02340
C 1.02811 -0.14048 -0.02085
N -0.50954 -0.11248 -1.78184
N 0.40573 -1.15325 0.55663
N 0.59751 0.32666 -1.22317
N 0.10297 1.50908 1.26798
Cl -1.48002 -2.90031 0.76960
Br 2.77433 0.26816 0.50242
H -2.07215 -1.40420 -1.70992
H 1.08610 1.06385 -1.73101
H 0.73786 2.29427 1.37346
H 0.01999 1.05855 2.17431
H -0.80739 1.87292 1.00889
*
```

(2)
The following is a DFT calculation (ωB97M-V/def2-TZVPD) of 2 unconnected molecules or ions with the total composition C3H5BrFNO2 in a non-equilibrium geometry.

The SMILES is C/C=C(\F)[N+](=O)[O-].Br. Its total energy is -81532.865 eV. For the LUMO energy, the calculation gives -0.7 eV. The highest occupied orbital energy comes out at -10.47 eV. The relative energy (zero: lowest compared OMol25 entry of this formula, charge and spin) is 0.3689 eV. As for the gap between HOMO and LUMO: 9.820 eV.

Geometry as ORCA input:
```
! RIJCOSX wB97M-V def2-TZVPD def2/J DEFGRID3
* xyz 0 1
C 2.28256 0.75459 -0.09221
C 1.11745 -0.01928 0.38784
C 0.03423 -0.27007 -0.29481
N -0.95665 -1.16310 0.25319
O -0.84547 -1.60719 1.33888
O -1.99963 -1.28059 -0.38761
F -0.11437 0.05128 -1.53377
Br -4.12113 0.98294 -0.35541
H 1.93446 1.87487 -0.40093
H 3.00747 0.99799 0.66863
H 2.84475 0.45209 -1.04429
H -4.25075 -0.40042 0.06208
H 1.06709 -0.37312 1.39840
*
```

(3)
The following is a DFT calculation (ωB97M-V/def2-TZVPD) of a molecular structure, C3H5BrNO2 in a non-equilibrium geometry.

Its total energy is -78810.447 eV. For the LUMO energy, the calculation gives -4.1 eV. The highest occupied orbital energy comes out at -14.24 eV. The relative energy (zero: lowest compared OMol25 entry of this formula, charge and spin) is 0.0000 eV. As for the gap between HOMO and LUMO: 10.187 eV.

Geometry as ORCA input:
```
! RIJCOSX wB97M-V def2-TZVPD def2/J DEFGRID3
* xyz 1 1
C 0.21907 -1.87952 1.48941
C 0.18485 0.38354 0.99021
C 0.03772 -1.57676 -0.50223
N 0.24075 -0.11563 -0.44793
O 0.16898 -2.92633 1.97549
O 0.47179 -0.66513 1.86021
Br 1.49659 -2.49034 -1.38437
H 0.93059 1.16500 1.17118
H -0.82547 0.76108 1.20134
H -0.93199 -1.88923 -0.86722
H -0.45294 0.40320 -1.00301
H 1.16617 0.08381 -0.86018
*
```